Record 1
# C5H14BiClCu

C5H14BiClCu as an isolated structure in a non-equilibrium geometry (wB97M-V/def2-TZVPD, OMol25).

Element x y z (Å)
Bi (0.784, -0.742, -0.764)
Cl (2.297, -2.683, -1.051)
C (2.090, 0.823, -1.755)
C (-0.529, -1.096, -2.559)
H (1.725, 0.988, -2.776)
H (2.069, 1.754, -1.179)
H (3.099, 0.389, -1.763)
H (-0.273, -0.393, -3.356)
H (-1.582, -0.989, -2.280)
H (-0.319, -2.122, -2.873)
Cu (-0.970, 0.082, 1.535)
C (-2.054, -1.233, 2.472)
C (-1.058, 1.403, 0.187)
H (-3.094, -1.006, 2.196)
H (-1.744, -2.218, 2.126)
H (-1.902, -1.113, 3.554)
H (-1.800, 1.365, -0.634)
H (-0.420, 2.309, 0.152)
C (0.704, 1.017, 2.081)
H (1.571, 0.401, 1.807)
H (0.605, 1.023, 3.179)
H (0.800, 2.042, 1.700)

- total charge = -2
- HOMO energy (alpha / beta) (hartree) = 0.0609 / 0.0707
- spin multiplicity = 2
- ⟨S²⟩ = 0.7568
- gap between HOMO and LUMO (alpha / beta) (eV) = 4.296 / 4.061

=====

Record 2
# C27H57N4O8TlV

C27H57N4O8TlV as an isolated structure in a non-equilibrium geometry (wB97M-V/def2-TZVPD, OMol25).

Element x y z (Å)
Tl (2.159, -1.700, -1.292)
O (-0.717, 3.641, -2.217)
V (-0.279, 3.921, -0.717)
O (-1.518, 4.534, 0.069)
N (-0.510, 0.457, -0.511)
O (-0.571, -0.097, -1.627)
O (-0.904, 1.602, -0.255)
O (0.248, -0.117, 0.329)
C (-0.875, -3.039, -3.629)
C (-0.531, -2.409, -4.987)
C (-1.761, -1.787, -5.586)
C (-1.454, -0.958, -6.855)
C (-0.422, 0.058, -6.538)
C (0.931, -0.545, -5.946)
N (0.674, -1.521, -4.839)
O (1.798, -2.112, -4.301)
C (1.694, -1.085, -7.137)
C (1.622, 0.677, -5.472)
C (-0.210, -3.609, -5.889)
H (-0.071, -3.661, -3.236)
H (-1.623, -3.763, -3.953)
H (-1.400, -2.420, -2.902)
H (-2.508, -2.503, -5.930)
H (-2.249, -1.208, -4.802)
H (-2.250, -0.358, -7.295)
H (-1.200, -1.614, -7.688)
H (-0.863, 0.679, -5.758)
H (-0.223, 0.743, -7.362)
H (1.197, -1.984, -7.503)
H (1.835, -0.321, -7.901)
H (2.688, -1.410, -6.831)
H (2.538, 0.355, -4.976)
H (1.783, 1.293, -6.356)
H (1.147, 1.338, -4.747)
H (0.586, -4.173, -5.403)
H (0.025, -3.336, -6.918)
H (-1.053, -4.291, -5.995)
H (2.057, -2.650, -5.053)
C (-0.013, 6.878, 2.013)
C (0.497, 5.904, 3.079)
C (-0.414, 6.102, 4.220)
C (-0.666, 5.035, 5.225)
C (-0.958, 3.591, 4.549)
C (0.143, 3.383, 3.475)
N (0.238, 4.522, 2.482)
O (1.087, 4.189, 1.435)
C (1.525, 3.068, 4.223)
C (-0.318, 2.031, 2.854)
C (1.912, 6.280, 3.437)
H (0.464, 6.747, 1.042)
H (0.247, 7.914, 2.231)
H (-1.047, 6.600, 1.810)
H (-0.126, 6.926, 4.872)
H (-1.402, 6.192, 3.768)
H (-1.529, 5.231, 5.861)
H (0.221, 4.875, 5.837)
H (-1.954, 3.545, 4.109)
H (-0.887, 2.741, 5.227)
H (2.393, 3.258, 3.590)
H (1.609, 3.668, 5.129)
H (1.480, 2.046, 4.598)
H (-0.393, 1.285, 3.645)
H (-1.283, 2.033, 2.347)
H (0.382, 1.548, 2.172)
H (2.336, 5.473, 4.034)
H (1.980, 7.132, 4.114)
H (2.479, 6.357, 2.509)
H (1.922, 3.942, 1.839)
C (1.751, -1.852, 3.187)
C (0.675, -3.045, 3.118)
C (-0.528, -2.465, 3.965)
C (-1.826, -3.336, 3.811)
C (-2.111, -3.354, 2.317)
C (-1.046, -3.866, 1.291)
N (0.246, -3.206, 1.664)
O (1.276, -3.604, 0.900)
C (-1.137, -5.377, 1.301)
C (-1.420, -3.391, -0.132)
C (1.262, -4.310, 3.739)
H (1.247, -1.048, 2.651)
H (2.699, -2.073, 2.696)
H (1.924, -1.573, 4.226)
H (-0.372, -2.438, 5.043)
H (-0.789, -1.446, 3.682)
H (-2.627, -2.859, 4.375)
H (-1.688, -4.305, 4.289)
H (-2.425, -2.352, 2.025)
H (-2.972, -4.022, 2.303)
H (-1.025, -5.716, 2.331)
H (-2.033, -5.770, 0.821)
H (-0.300, -5.759, 0.716)
H (-0.612, -3.711, -0.790)
H (-2.480, -3.599, -0.278)
H (-1.291, -2.309, -0.103)
H (1.129, -4.312, 4.821)
H (2.333, -4.304, 3.536)
H (0.952, -5.303, 3.412)
H (1.474, -4.419, 1.367)

- total charge = +2
- HOMO energy (alpha / beta) (hartree) = -0.4624 / -0.4624
- spin multiplicity = 2
- ⟨S²⟩ = 0.7546
- gap between HOMO and LUMO (alpha / beta) (eV) = 5.588 / 3.339

=====

Record 3
# CH3Br3Si

One molecule with the formula CH3Br3Si in a non-equilibrium geometry (wB97M-V/def2-TZVPD, OMol25).

Element x y z (Å)
Br (2.450, -0.434, -0.205)
C (0.704, 0.103, 0.668)
Si (-0.615, 0.127, -0.524)
Br (-1.592, -1.856, -0.247)
Br (-2.043, 1.781, -0.164)
H (0.882, 1.061, 0.953)
H (0.646, -0.612, 1.443)
H (-0.432, -0.169, -1.925)

- total charge = 0
- SMILES string = BrC[SiH](Br)Br
- HOMO energy (hartree) = -0.3864
- spin multiplicity = 1
- gap between HOMO and LUMO (eV) = 10.500

=====

Record 4
# C6H11NO

C6H11NO as an isolated structure in a non-equilibrium geometry (wB97M-V/def2-TZVPD, OMol25).

Element x y z (Å)
C (0.051, 0.376, -0.245)
C (-0.156, 1.784, 0.267)
C (0.736, 0.233, -1.584)
C (-0.848, -0.627, 0.138)
C (1.157, -0.414, 1.051)
C (-1.200, -1.805, 0.581)
O (-2.077, 0.144, -0.952)
N (2.143, -1.078, 0.679)
H (-2.887, 0.258, -0.438)
H (2.855, -1.241, 1.396)
H (0.938, -0.071, 2.073)
H (0.811, 2.255, 0.454)
H (-0.695, 2.346, -0.493)
H (-0.739, 1.801, 1.187)
H (1.044, -0.796, -1.751)
H (0.014, 0.509, -2.350)
H (1.608, 0.884, -1.623)
H (-2.205, -2.156, 0.403)
H (-0.551, -2.399, 1.207)

- total charge = 0
- HOMO energy (hartree) = -0.3155
- spin multiplicity = 1
- gap between HOMO and LUMO (eV) = 9.393

=====

Record 5
# C3H8N2O2

One molecule with the formula C3H8N2O2 in a non-equilibrium geometry (wB97M-V/def2-TZVPD, OMol25).

Element x y z (Å)
N (2.287, 0.956, -0.083)
C (0.931, 0.817, -0.179)
O (0.178, 1.722, 0.118)
N (0.559, -0.433, -0.722)
C (-0.837, -0.874, -0.467)
C (-1.298, -0.717, 1.019)
O (-1.786, 0.565, 1.265)
H (2.515, 1.501, 0.735)
H (2.830, 0.117, -0.206)
H (0.698, -0.036, -1.682)
H (-0.925, -1.921, -0.794)
H (-1.532, -0.264, -1.047)
H (-0.484, -0.993, 1.718)
H (-2.122, -1.419, 1.212)
H (-1.122, 1.170, 0.868)

- total charge = 0
- SMILES string = NC(=O)NCCO
- HOMO energy (hartree) = -0.3550
- spin multiplicity = 1
- gap between HOMO and LUMO (eV) = 10.385

=====

Record 6
# C15H10BCl5N6Pd

C15H10BCl5N6Pd as an isolated structure (wB97M-V/def2-TZVPD, OMol25).

Element x y z (Å)
Pd (0.001, -0.597, -1.056)
C (3.041, 0.607, 1.867)
C (2.921, 0.217, 0.523)
N (1.863, 0.775, -0.051)
N (1.284, 1.532, 0.902)
C (1.964, 1.450, 2.060)
B (0.000, 2.354, 0.636)
N (0.000, 2.907, -0.799)
C (0.000, 4.209, -1.141)
C (0.000, 4.296, -2.517)
C (0.000, 2.948, -2.929)
N (0.000, 2.122, -1.897)
N (-1.284, 1.532, 0.902)
C (-1.964, 1.449, 2.060)
C (-3.041, 0.606, 1.867)
C (-2.920, 0.216, 0.524)
N (-1.862, 0.774, -0.050)
H (3.778, 0.305, 2.592)
H (3.543, -0.446, -0.057)
H (1.623, 1.981, 2.934)
H (0.000, 3.290, 1.415)
H (0.000, 4.970, -0.378)
H (0.000, 5.187, -3.122)
H (0.000, 2.537, -3.927)
H (-1.623, 1.980, 2.935)
H (-3.778, 0.304, 2.593)
H (-3.542, -0.447, -0.056)
Cl (0.000, -1.916, 1.751)
C (0.000, -3.077, 0.416)
C (0.000, -2.561, -0.901)
C (0.000, -3.559, -1.874)
Cl (0.000, -3.059, -3.584)
C (-0.001, -4.924, -1.615)
Cl (-0.001, -6.107, -2.907)
C (-0.001, -5.371, -0.298)
Cl (-0.001, -7.076, 0.063)
C (0.000, -4.423, 0.730)
Cl (-0.001, -4.984, 2.386)

- total charge = -2
- HOMO energy (hartree) = 0.0292
- spin multiplicity = 1
- gap between HOMO and LUMO (eV) = 3.795

=====

Record 7
# C10H22F5O3OsS3SeTe

C10H22F5O3OsS3SeTe as an isolated structure in a non-equilibrium geometry (wB97M-V/def2-TZVPD, OMol25).

Element x y z (Å)
Os (-0.851, 0.498, -0.530)
C (5.149, -2.314, 0.406)
C (4.965, -0.830, 0.143)
S (3.361, -0.336, -0.568)
C (3.295, -1.308, -2.118)
C (2.568, -2.630, -1.888)
S (1.759, -2.587, -0.249)
C (1.974, -4.321, 0.291)
C (3.376, -4.515, 0.833)
S (3.933, -2.951, 1.620)
H (6.139, -2.467, 0.837)
H (5.069, -2.900, -0.507)
H (5.753, -0.483, -0.524)
H (5.030, -0.270, 1.074)
H (4.306, -1.436, -2.499)
H (2.730, -0.678, -2.804)
H (3.239, -3.486, -1.910)
H (1.790, -2.785, -2.640)
H (1.729, -4.989, -0.532)
H (1.230, -4.457, 1.077)
H (4.098, -4.786, 0.066)
H (3.396, -5.273, 1.613)
C (0.032, -0.424, 2.870)
O (-0.710, 0.575, 2.193)
C (-2.098, 0.516, 2.466)
C (-2.772, 1.606, 1.640)
O (-2.736, 1.323, 0.233)
C (-3.942, 0.725, -0.262)
H (-0.076, -0.314, 3.955)
H (1.072, -0.284, 2.581)
H (-0.300, -1.424, 2.575)
H (-2.279, 0.696, 3.534)
H (-2.496, -0.471, 2.195)
H (-2.229, 2.549, 1.770)
H (-3.811, 1.724, 1.955)
H (-4.783, 1.391, -0.044)
H (-4.117, -0.266, 0.166)
H (-3.846, 0.625, -1.341)
F (-1.891, -0.548, -2.131)
Te (-0.960, -2.374, -1.341)
F (-1.967, -3.537, -2.713)
F (-0.936, -3.948, -0.155)
F (-2.819, -2.389, -0.756)
F (0.634, -0.251, -1.563)
O (-0.877, -1.272, 0.242)
Se (0.144, 2.474, -0.214)

- total charge = +1
- HOMO energy (alpha / beta) (hartree) = -0.4428 / -0.4472
- spin multiplicity = 5
- ⟨S²⟩ = 6.0385
- gap between HOMO and LUMO (alpha / beta) (eV) = 7.227 / 5.748

=====

Record 8
# C8H23BMoN3OP

C8H23BMoN3OP as an isolated structure in a non-equilibrium geometry (wB97M-V/def2-TZVPD, OMol25).

Element x y z (Å)
Mo (-0.329, 0.043, 0.146)
H (-0.561, 1.239, -1.475)
H (1.162, -0.360, -1.251)
P (-1.836, -1.180, -1.172)
C (-3.625, -0.863, -0.975)
H (-4.210, -1.485, -1.666)
H (-3.880, -1.103, 0.062)
H (-3.834, 0.199, -1.143)
C (-1.702, -1.091, -3.006)
H (-0.924, -1.778, -3.357)
H (-2.653, -1.412, -3.446)
H (-1.468, -0.077, -3.346)
C (-1.785, -3.004, -0.985)
H (-1.909, -3.245, 0.079)
H (-2.594, -3.455, -1.581)
H (-0.807, -3.374, -1.321)
C (0.468, -1.679, 0.866)
O (0.892, -2.692, 1.272)
H (2.529, 0.499, -1.762)
H (1.697, -0.421, -2.869)
H (0.175, 1.313, -3.418)
H (1.113, 2.417, -1.888)
B (0.618, 1.421, -2.317)
N (1.594, 0.207, -2.069)
H (-1.394, 0.955, -1.056)
H (-1.682, -0.771, 0.752)
C (2.344, 1.619, 4.738)
N (2.081, 1.561, 3.309)
C (2.657, 2.360, 2.322)
C (2.072, 2.017, 1.142)
N (1.146, 0.992, 1.395)
C (1.202, 0.723, 2.711)
H (3.353, 1.241, 4.967)
H (2.279, 2.657, 5.104)
H (1.610, 1.009, 5.278)
H (3.399, 3.103, 2.549)
H (2.208, 2.413, 0.152)
H (0.594, 0.004, 3.259)

- total charge = +3
- HOMO energy (alpha / beta) (hartree) = -0.7228 / -0.7222
- spin multiplicity = 4
- ⟨S²⟩ = 3.7680
- gap between HOMO and LUMO (alpha / beta) (eV) = 6.415 / 5.129

=====

Record 9
# C41H39ClFIN4O8

A 4-piece molecular cluster, C41H39ClFIN4O8 overall in a non-equilibrium geometry (wB97M-V/def2-TZVPD, OMol25).

Element x y z (Å)
C (6.287, -6.097, 3.086)
C (5.071, -5.127, 3.005)
C (5.523, -3.872, 2.206)
Cl (5.228, -4.055, 0.435)
C (5.043, -2.547, 2.786)
C (5.933, -1.870, 3.611)
C (7.319, -2.413, 3.967)
C (8.430, -2.119, 2.899)
C (8.039, -1.000, 1.918)
I (9.828, -0.408, 0.854)
C (5.621, -0.644, 4.173)
C (4.398, -0.094, 3.949)
C (3.455, -0.755, 3.169)
C (3.769, -1.965, 2.572)
C (2.682, -2.606, 1.707)
C (2.102, -3.930, 2.288)
C (1.973, -5.062, 1.256)
F (0.789, -3.651, 2.719)
C (2.129, -0.050, 3.050)
O (1.030, -0.562, 3.154)
C (2.229, 1.450, 2.847)
C (1.431, 2.143, 1.980)
C (1.600, 3.510, 1.908)
C (2.529, 4.186, 2.664)
N (2.670, 5.609, 2.607)
C (3.336, 3.456, 3.539)
C (3.174, 2.100, 3.622)
C (4.034, 1.258, 4.539)
O (4.393, 1.629, 5.640)
H (6.017, -7.080, 3.477)
H (7.062, -5.636, 3.712)
H (6.736, -6.158, 2.085)
H (4.243, -5.648, 2.528)
H (4.864, -4.829, 4.040)
H (6.610, -3.881, 2.286)
H (7.205, -3.503, 4.026)
H (7.599, -2.104, 4.978)
H (8.622, -3.050, 2.352)
H (9.354, -1.898, 3.444)
H (7.645, -0.151, 2.475)
H (7.338, -1.391, 1.181)
H (6.350, -0.138, 4.800)
H (1.807, -1.956, 1.635)
H (3.007, -2.737, 0.672)
H (2.649, -4.203, 3.193)
H (2.283, -6.028, 1.668)
H (0.911, -5.160, 1.003)
H (2.486, -4.847, 0.317)
H (0.674, 1.646, 1.381)
H (0.986, 4.119, 1.246)
H (2.866, 5.943, 3.541)
H (3.382, 5.896, 1.948)
H (4.081, 3.974, 4.140)
O (0.734, 0.566, -1.842)
N (-0.366, 0.364, -2.323)
O (-0.674, 0.626, -3.468)
C (-1.391, -0.232, -1.456)
C (-1.082, -0.507, -0.135)
C (-2.055, -1.047, 0.688)
C (-3.324, -1.309, 0.183)
C (-3.617, -1.037, -1.146)
C (-2.646, -0.494, -1.972)
H (-0.098, -0.306, 0.263)
H (-1.825, -1.260, 1.724)
H (-4.086, -1.726, 0.829)
H (-4.603, -1.243, -1.537)
H (-2.882, -0.283, -3.005)
O (-4.844, 1.593, -1.822)
N (-5.021, 1.514, -3.022)
O (-5.313, 0.487, -3.607)
C (-4.867, 2.735, -3.820)
C (-4.500, 3.912, -3.188)
C (-4.334, 5.059, -3.947)
C (-4.540, 5.020, -5.320)
C (-4.917, 3.836, -5.938)
C (-5.081, 2.683, -5.186)
H (-4.339, 3.945, -2.120)
H (-4.041, 5.984, -3.468)
H (-4.404, 5.917, -5.912)
H (-5.079, 3.808, -7.007)
H (-5.371, 1.765, -5.673)
O (-7.488, 1.354, -6.568)
N (-8.669, 1.513, -6.808)
O (-9.188, 1.311, -7.886)
C (-9.524, 1.988, -5.712)
C (-8.953, 2.260, -4.482)
C (-9.756, 2.730, -3.455)
C (-11.116, 2.917, -3.666)
C (-11.676, 2.630, -4.904)
C (-10.878, 2.163, -5.936)
H (-7.895, 2.115, -4.315)
H (-9.321, 2.952, -2.490)
H (-11.740, 3.289, -2.864)
H (-12.736, 2.774, -5.065)
H (-11.317, 1.943, -6.899)

- total charge = 0
- SMILES string = CC[C@@H](Cl)c1c(CCCI)cc2c(c1C[C@H](C)F)C(=O)c1ccc(N)cc1C2=O.O=[N+]([O-])c1ccccc1.O=[N+]([O-])c1ccccc1.O=[N+]([O-])c1ccccc1
- HOMO energy (hartree) = -0.3380
- spin multiplicity = 1
- gap between HOMO and LUMO (eV) = 8.594

=====

Record 10
# C2H16O5

A 6-piece molecular cluster, C2H16O5 overall in a non-equilibrium geometry (wB97M-V/def2-TZVPD, OMol25).

Element x y z (Å)
C (-1.308, 1.124, -0.783)
C (-0.783, 0.820, -2.175)
H (-0.559, 1.400, -0.021)
H (-1.963, 2.035, -0.788)
H (-1.731, 0.215, -0.359)
H (0.316, 0.973, -2.278)
H (-1.143, 1.462, -2.978)
H (-0.967, -0.217, -2.419)
H (0.852, 2.945, -0.546)
H (2.321, 3.031, -0.224)
O (1.495, 2.657, 0.118)
H (-1.087, -2.928, -2.694)
H (-1.356, -2.641, -1.169)
O (-1.671, -2.496, -2.075)
H (2.021, 1.934, 3.487)
H (2.075, 1.206, 2.199)
O (2.192, 1.043, 3.149)
H (0.092, -2.451, 1.000)
H (0.778, -3.565, 0.202)
O (0.256, -2.765, 0.080)
H (-0.552, -1.471, 3.214)
H (0.726, -0.857, 2.650)
O (-0.006, -1.452, 2.409)

- total charge = -1
- HOMO energy (alpha / beta) (hartree) = 0.0316 / -0.2756
- spin multiplicity = 2
- ⟨S²⟩ = 0.7504
- gap between HOMO and LUMO (alpha / beta) (eV) = 2.349 / 10.654

=====

Record 11
# C11H14ClFNO4P

A 2-piece molecular cluster, C11H14ClFNO4P overall (wB97M-V/def2-TZVPD, OMol25).

Element x y z (Å)
C (-0.064, -0.267, 0.814)
C (0.060, 1.066, 0.071)
C (-1.100, 2.059, 0.114)
F (-1.855, 2.018, -1.080)
P (-2.217, 1.813, 1.549)
Cl (-3.391, 3.519, 1.254)
C (-3.283, 0.521, 0.726)
C (-4.636, 0.889, 0.110)
N (-5.089, 0.002, -0.967)
H (-0.368, -0.146, 1.861)
H (0.925, -0.730, 0.825)
H (-0.738, -0.976, 0.323)
H (0.981, 1.553, 0.396)
H (0.242, 0.851, -0.986)
H (-0.723, 3.082, 0.202)
H (-2.662, 0.090, -0.061)
H (-3.417, -0.247, 1.496)
H (-5.406, 0.863, 0.886)
H (-4.606, 1.897, -0.294)
H (-5.044, -0.962, -0.651)
H (-4.414, 0.045, -1.725)
C (4.221, -1.044, 0.949)
C (4.600, -2.339, 0.505)
C (4.276, -2.713, -0.983)
O (4.661, -3.823, -1.393)
C (3.561, -1.782, -1.754)
C (3.157, -0.510, -1.301)
C (3.568, -0.102, 0.160)
O (3.299, 1.068, 0.531)
O (2.509, 0.309, -1.984)
O (5.178, -3.175, 1.209)
H (4.463, -0.748, 1.967)
H (3.312, -2.081, -2.769)

- total charge = -2
- HOMO energy (hartree) = -0.0028
- spin multiplicity = 1
- gap between HOMO and LUMO (eV) = 4.133

=====

Calculated E (eV), listed in the same order as above: -68407.88769 -81618.44819 -219092.76881 -9933.54105 -10315.73832 -91427.16651 -138059.33248 -26973.83492 -88822.88969 -12570.20436 -45843.20469